# 1
Entry from the Open Molecules 2025 dataset: the molecule C19H14N4O2S at a distorted geometry (the ωB97M-V functional and the def2-TZVPD basis).

Structure (XYZ):
```
40
Properties=species:S:1:pos:R:3:forces:R:3
C -3.810231 -6.120782 3.939729 -0.83 0.97 1.72
C -4.030426 -4.635598 3.777717 -0.71 -1.95 -0.17
C -4.895071 -3.840832 4.498374 -0.42 -0.16 -1.01
S -4.919532 -2.268703 3.742517 0.77 -1.21 0.43
C -3.704174 -2.868134 2.640686 -0.87 2.62 -0.03
C -3.097206 -1.732148 1.843919 0.76 2.95 0.13
O -3.211789 -0.512459 2.158453 -0.08 -3.47 -0.72
N -2.322699 -2.183469 0.826927 -0.58 -1.58 -0.47
C -1.395128 -1.623599 -0.057787 2.11 0.69 -1.26
C -1.312146 -0.309468 -0.541268 -2.38 1.22 1.07
C -0.306340 0.189678 -1.378987 -2.07 -0.69 1.57
C 0.766977 -0.591862 -1.730666 -1.53 -1.95 0.28
C 1.737560 0.012607 -2.563708 2.08 3.35 -0.60
C 2.273097 1.315033 -2.301633 -0.63 -2.09 1.74
C 2.039359 2.061441 -0.988737 1.34 1.53 -0.92
C 2.835916 3.171424 -0.670675 1.49 -2.42 -1.01
C 4.050285 3.383984 -1.456756 -0.01 -1.91 -3.47
C 4.333265 2.760780 -2.703297 -2.40 0.14 3.67
C 3.247253 1.787462 -3.305855 1.48 2.66 1.38
C 3.565702 1.002970 -4.542143 1.74 0.37 -1.10
O 4.347070 1.444649 -5.426319 -2.60 -1.63 2.73
N 2.933580 -0.266357 -4.597312 -0.88 -0.79 0.53
N 2.113797 -0.700390 -3.662775 2.07 0.91 -1.79
C 0.683512 -1.979458 -1.486258 -3.05 1.32 2.70
C -0.420780 -2.456372 -0.614135 2.01 -0.49 -2.07
N -3.382783 -4.117818 2.690617 0.03 1.40 0.67
H -4.539116 -6.458888 4.694937 0.44 -0.30 -0.26
H -3.950737 -6.656804 3.024179 -0.02 -0.18 -0.53
H -2.805257 -6.250254 4.319308 0.24 -0.40 0.03
H -5.677027 -4.197026 5.208099 1.07 0.51 -0.54
H -2.411379 -3.201285 0.711823 0.28 0.59 0.18
H -2.218732 0.307033 -0.237397 1.50 -0.37 -0.58
H -0.476766 1.156628 -1.807865 0.25 0.45 0.03
H 1.291374 1.750969 -0.264730 0.08 -0.24 -0.46
H 3.062069 3.683418 0.280390 -1.76 -0.46 -0.12
H 4.808619 3.938056 -0.944407 0.45 0.50 -0.26
H 5.276593 2.920076 -3.150886 0.62 -0.02 -0.81
H 2.693428 2.587437 -3.772163 -0.88 0.79 -0.74
H 1.448200 -2.589378 -1.873730 0.51 -1.03 -0.29
H -0.559285 -3.543968 -0.544569 0.39 0.37 0.33
```
Positions in Å, forces in eV/Å.

## Properties
E_HOMO: -8.20 eV
E: -1499.959764 Ha
orbital gap: 0.236 Ha
lowest unoccupied orbital energy: -1.8 eV
spin multiplicity: 1

Now the Mulliken charges, all in e:
1 C -1.08
2 C 0.43
3 C -0.45
4 S -0.08
5 C 0.43
6 C 0.45
7 O -0.69
8 N -0.12
9 C 0.41
10 C -0.12
11 C -0.95
12 C 0.84
13 C 0.38
14 C 0.42
15 C -0.53
16 C -0.75
17 C -0.26
18 C -0.84
19 C 0.73
20 C 0.30
21 O -0.59
22 N -0.89
23 N -0.03
24 C -1.08
25 C -0.41
26 N -0.47
27 H 0.32
28 H 0.32
29 H 0.26
30 H 0.36
31 H 0.24
32 H 0.26
33 H 0.56
34 H 0.42
35 H 0.27
36 H 0.40
37 H 0.47
38 H 0.25
39 H 0.53
40 H 0.28

---

# 2
Entry from the Open Molecules 2025 dataset: a structure of composition C19H15BrCl3CrF6GeNO7 (the ωB97M-V functional and the def2-TZVPD basis).

Structure (XYZ):
```
54
Properties=species:S:1:pos:R:3:forces:R:3
Cr -0.161367 1.138876 -1.080357 0.33 0.26 0.22
N 1.215432 1.131067 -2.758710 -0.33 0.13 0.15
H 0.703311 0.453379 -3.331527 0.09 -0.20 -0.16
H 2.157627 0.784228 -2.638967 0.04 0.00 0.03
H 1.251025 2.032504 -3.216552 0.04 0.10 0.05
Br 4.978692 6.405597 1.654476 0.00 -0.01 0.01
C 4.063761 4.875388 0.986952 -0.04 -0.03 -0.04
C 4.684212 3.637218 1.068446 -0.03 0.01 -0.01
C 4.012371 2.530659 0.572007 -0.05 0.03 0.00
C 2.745538 2.670975 0.016092 0.13 -0.16 0.06
C 2.132079 3.910162 -0.052792 -0.10 0.07 0.07
C 2.806491 5.027006 0.434310 0.05 0.00 0.03
C 0.741811 4.129359 -0.651793 0.01 -0.19 -0.29
O 0.385003 5.282714 -0.827487 -0.08 0.13 0.07
O 0.064154 3.088760 -0.978954 0.23 0.21 0.25
H 5.665516 3.543625 1.514255 -0.02 0.01 -0.02
H 4.473593 1.551633 0.630636 -0.01 0.04 -0.01
H 2.234846 1.794543 -0.359687 -0.04 0.00 0.03
H 2.320239 5.990066 0.364879 0.02 -0.01 0.01
Cl -2.562930 1.617411 -2.217744 -0.06 0.00 -0.24
Ge -3.413925 1.084292 -0.258016 0.09 -0.11 0.28
Cl -5.579545 1.643009 -0.549573 -0.33 0.14 -0.08
Cl -3.575238 -1.100702 -0.400457 -0.04 -0.14 -0.09
C -2.166981 -0.239258 2.519829 0.01 -0.02 -0.15
C -1.349546 0.938954 1.986012 0.08 0.22 0.05
O -1.502295 1.147805 0.620236 0.14 -0.14 -0.10
C -1.805007 2.227629 2.720491 0.00 -0.13 -0.05
F -1.584437 2.124279 4.047051 0.05 0.03 0.11
F -3.127051 2.407552 2.555755 -0.09 -0.03 0.06
F -1.209713 3.330996 2.287814 0.06 0.07 -0.07
C 0.160332 0.690324 2.324625 -0.27 0.08 -0.03
F 0.853067 1.812118 2.535314 0.09 0.10 -0.09
F 0.758664 0.034173 1.322296 0.08 -0.12 -0.05
F 0.307915 -0.062528 3.427492 0.04 -0.04 0.07
H -3.223173 -0.056774 2.335182 -0.01 -0.03 0.00
H -2.016484 -0.388869 3.585622 0.01 0.05 0.00
H -1.882045 -1.137330 1.974646 0.00 -0.01 0.02
O -0.101316 -1.197425 -3.365600 0.02 0.08 -0.61
C -0.286624 -1.572770 -2.213070 -0.22 -0.44 0.86
O -0.286626 -0.832935 -1.161706 0.07 -0.14 -0.28
C -0.533345 -3.041295 -1.927289 0.05 0.18 0.00
C -0.602334 -3.944272 -2.975521 -0.01 -0.12 -0.03
C -0.823587 -5.309949 -2.750123 0.03 0.16 -0.15
C -0.963721 -5.700465 -1.443575 -0.02 -0.13 -0.17
O -1.180169 -6.965133 -0.961600 -0.04 -0.15 0.22
C -1.288287 -6.833521 0.461416 0.07 0.29 -0.26
O -1.076767 -5.462747 0.793393 -0.01 -0.21 0.06
C -0.899214 -4.803666 -0.401339 0.02 0.22 0.18
C -0.686345 -3.467436 -0.600368 -0.03 0.07 0.02
H -0.483951 -3.559881 -3.980231 0.00 -0.04 0.02
H -0.887144 -6.023837 -3.561861 0.01 0.04 0.04
H -0.524789 -7.446788 0.937757 0.08 -0.05 0.04
H -2.285800 -7.136671 0.778271 -0.11 -0.01 0.01
H -0.645914 -2.752052 0.209645 0.00 -0.04 -0.04
```
Positions in Å, forces in eV/Å.

## Properties
E_HOMO (alpha / beta): -4.98 / -6.22 eV
E: -8990.025839 Ha
orbital gap (alpha / beta): 0.267 / 0.279 Ha
lowest unoccupied orbital energy (alpha / beta): 2.3 / 1.4 eV
spin multiplicity: 6
charge: -1

Now the Mulliken charges, all in e:
1 Cr -0.15
2 N -0.62
3 H 0.35
4 H 0.21
5 H 0.24
6 Br -0.23
7 C 0.07
8 C -0.36
9 C -1.08
10 C 0.33
11 C 0.41
12 C -0.63
13 C 0.16
14 O -0.73
15 O 0.08
16 H 0.40
17 H 0.41
18 H 0.50
19 H 0.57
20 Cl -0.31
21 Ge 0.64
22 Cl -0.44
23 Cl -0.34
24 C -1.91
25 C 1.63
26 O -0.01
27 C 0.42
28 F -0.31
29 F -0.25
30 F -0.16
31 C 0.21
32 F -0.28
33 F -0.13
34 F -0.33
35 H 0.57
36 H 0.40
37 H 0.24
38 O -0.85
39 C 0.27
40 O 0.04
41 C -0.04
42 C -0.46
43 C -0.98
44 C 1.03
45 O -0.51
46 C -0.25
47 O -0.52
48 C 1.22
49 C -1.09
50 H 0.48
51 H 0.41
52 H 0.24
53 H 0.25
54 H 0.22

---

# 3
Entry from the Open Molecules 2025 dataset: the molecule C19H15BrN2O at a distorted geometry (the ωB97M-V functional and the def2-TZVPD basis).

Structure (XYZ):
```
38
Properties=species:S:1:pos:R:3:forces:R:3
C 1.543152 -1.468931 -4.176667 -0.28 1.44 1.47
C 0.091356 -1.720387 -3.836930 -0.74 -2.82 0.15
C -0.410193 -2.893442 -4.409501 -0.96 1.96 2.08
C -1.738716 -3.296704 -3.985609 1.02 1.52 0.74
C -2.488330 -2.553467 -3.071398 0.30 -1.18 -1.13
C -1.969073 -1.302165 -2.523711 -2.20 -2.11 0.03
N -2.526915 -0.413154 -1.688422 2.22 1.09 -0.95
C -1.474368 0.522218 -1.577924 1.07 0.56 1.01
C -1.413034 1.886714 -0.800886 0.27 -1.78 -1.96
O -1.839292 1.712117 0.507179 -1.67 1.25 0.23
C -0.905793 1.339035 1.378485 1.79 0.94 3.02
C -0.967516 0.004432 1.781984 2.21 -0.88 2.61
C -0.141049 -0.432201 2.869085 -0.25 3.09 -1.31
C 0.794034 0.509021 3.489345 -1.43 -1.31 -0.11
C 1.529669 0.097186 4.625698 0.70 -0.27 0.46
C 2.364449 0.907828 5.337812 -0.38 -0.38 -0.49
C 2.455420 2.211599 4.936386 -1.78 3.14 -2.20
C 1.697530 2.770089 3.825018 0.60 -1.13 2.34
C 0.833396 1.899219 3.097933 1.53 -1.01 1.62
C -0.038906 2.279119 2.130447 -3.27 -0.33 -5.07
Br -0.096039 4.073037 1.248517 0.31 -0.99 1.28
C -0.314044 0.120418 -2.213517 -1.14 0.66 0.46
N -0.686052 -1.040311 -2.853262 3.32 0.01 -2.24
H 1.559033 -1.301130 -5.227653 0.42 0.13 -0.84
H 1.960070 -0.591939 -3.671091 -0.14 0.03 -0.23
H 2.208639 -2.282007 -3.897766 -0.28 -0.29 -0.06
H 0.266829 -3.513549 -4.998248 -0.51 0.25 -0.06
H -2.054372 -4.236698 -4.371403 -0.73 -0.50 -0.04
H -3.456764 -3.045278 -2.845986 0.60 1.15 0.32
H -0.372077 2.227948 -0.691142 -0.23 -0.12 -1.03
H -1.997988 2.579998 -1.439343 0.02 0.09 1.20
H -1.646619 -0.693183 1.326339 -0.28 0.08 -0.22
H -0.318774 -1.373884 3.332765 0.25 -0.72 0.04
H 1.518829 -0.875719 5.055225 -0.73 -1.10 -0.43
H 2.892194 0.623990 6.248033 -0.22 -0.33 -0.36
H 2.951792 2.828796 5.653707 0.48 0.93 -0.24
H 1.516454 3.843589 3.657758 0.80 -0.55 0.16
H 0.673067 0.597797 -2.221257 -0.67 -0.50 -0.24
```
Positions in Å, forces in eV/Å.

## Properties
E_HOMO: -7.90 eV
E: -3491.703482 Ha
orbital gap: 0.290 Ha
lowest unoccupied orbital energy: 0.0 eV
spin multiplicity: 1

Now the Mulliken charges, all in e:
1 C -1.43
2 C 1.03
3 C -0.80
4 C -0.22
5 C -0.71
6 C 0.46
7 N -0.77
8 C 0.17
9 C -0.48
10 O -0.40
11 C 0.25
12 C -0.37
13 C -1.09
14 C 0.66
15 C -0.40
16 C -0.68
17 C -0.40
18 C -1.00
19 C 1.35
20 C -0.10
21 Br -0.20
22 C -0.31
23 N 0.21
24 H 0.37
25 H 0.30
26 H 0.33
27 H 0.37
28 H 0.42
29 H 0.37
30 H 0.30
31 H 0.32
32 H 0.55
33 H 0.37
34 H 0.35
35 H 0.37
36 H 0.33
37 H 0.27
38 H 0.22